A structure of composition C6H12. Source: the OMol25 dataset; level of theory: the ωB97M-V functional and the def2-TZVPD basis.

**DFT total energy**: -235.725196 Eh
**HOMO-LUMO gap**: 9.520 eV
**F_max**: 2.7 eV/A
**HOMO level**: -8.25 eV
**Energy relative to the best compared isomer or geometry (same formula, charge and spin)**: 2.531 eV
**Spin multiplicity**: 1

Geometry as XYZ:
```
18
Properties=species:S:1:pos:R:3:forces:R:3:lowdin_charge:R:1
C 0.184898 -1.357668 1.757634 -0.032 -0.247 0.218 -0.1099
C -0.340804 -1.189280 0.346682 0.105 -0.441 0.147 -0.2689
C 0.431531 -0.133968 -0.361943 0.457 0.098 1.990 -0.3604
C -0.011224 0.137719 -1.799692 -0.440 2.289 1.233 -0.1112
C -0.272615 1.592384 -1.046608 -0.526 0.190 -2.134 -0.1865
C 0.111120 1.335175 0.411334 0.495 -2.283 -1.288 -0.1217
H 1.248728 -1.619058 1.725422 -0.150 -0.034 0.078 0.0793
H 0.090743 -0.430899 2.336136 -0.026 -0.217 -0.117 0.0664
H -0.354867 -2.149407 2.274335 0.059 -0.019 0.184 0.0679
H -0.289970 -2.122288 -0.220718 0.004 -0.172 0.085 0.1134
H -1.402033 -0.883383 0.348411 0.261 -0.131 0.029 0.1241
H 1.511825 -0.181542 -0.333697 0.298 -0.772 0.267 0.1302
H 0.745934 0.155116 -2.613262 -0.309 0.020 0.883 0.0974
H -0.918660 -0.376941 -2.187408 0.537 0.394 0.671 0.1010
H -1.328159 1.758461 -1.150541 -0.325 0.987 -0.252 0.0905
H 0.400700 2.277452 -1.527323 -0.358 0.914 -0.266 0.0897
H -0.698464 1.362417 1.182412 0.477 -0.318 -0.978 0.1001
H 1.001544 1.828586 0.856799 -0.527 -0.256 -0.751 0.0985
```
Positions in Å, forces in eV/Å.